No. 1
A molecular structure, CNO3, computed with ωB97M-V/def2-TZVPD.

Positions of all 5 atoms, in Å:
C -0.7077 0.0842 0.0324
N 1.1089 -0.4863 0.4440
O -0.8320 1.2656 -0.0433
O -1.2855 -0.9733 -0.1579
O 1.8391 0.1374 -0.3275

Its total charge is -1. The calculation puts the gap between HOMO and LUMO (spin up / spin down) at 6.946 / 6.895 eV. The calculation puts the lowest unoccupied orbital energy (spin up / spin down) at 4.567 / 4.564 eV.

---

No. 2
A gas-phase ion, CNO3P (charge -2), computed with ωB97M-V/def2-TZVPD.

Positions of all 6 atoms, in Å:
N -2.1560 0.0119 0.1023
C -1.0153 -0.0215 -0.0759
P 0.8315 -0.0140 -0.0198
O 1.1432 1.4956 -0.2528
O 1.0665 -0.5563 1.4095
O 1.1952 -0.9096 -1.1501

Its total charge is -2. The calculation puts the gap between HOMO and LUMO at 7.335 eV. The calculation puts the lowest unoccupied orbital energy at 7.877 eV.

---

No. 3
2 unconnected molecules or ions with the total composition CNO3S2, computed with ωB97M-V/def2-TZVPD.

Positions of all 7 atoms, in Å:
C 2.2277 0.4818 -0.1890
N 3.0162 -0.0170 -0.9011
O -1.6054 -0.6771 1.5941
O -1.2221 -1.5252 -0.6819
O 1.4250 1.0219 0.5168
S -2.4406 1.1032 -0.5311
S -1.4008 -0.3876 0.1920

Its total charge is -1. The calculation puts the gap between HOMO and LUMO (spin up / spin down) at 4.987 / 4.982 eV. The calculation puts the lowest unoccupied orbital energy (spin up / spin down) at 0.699 / 0.697 eV.

---

No. 4
A gas-phase ion, CO4P (charge -1), computed with ωB97M-V/def2-TZVPD.

Positions of all 6 atoms, in Å:
C -0.3621 -0.8365 -0.6038
O -1.3307 -0.3233 -1.0709
O 0.1963 -1.8643 -0.4126
O 0.9050 2.3493 1.6240
O 0.6725 0.3476 0.1431
P -0.0473 1.4718 0.9207

Its total charge is -1. The calculation puts the gap between HOMO and LUMO (spin up / spin down) at 6.019 / 7.831 eV. The calculation puts the lowest unoccupied orbital energy (spin up / spin down) at 4.261 / 1.687 eV. The expectation value of S² is 2.0079. As for the multiplicity: 3.

---

No. 5
2 unconnected molecules or ions with the total composition CO4S, computed with ωB97M-V/def2-TZVPD.

Positions of all 6 atoms, in Å:
C -1.9160 -0.2696 0.0298
O -2.1781 -0.3550 1.1321
O 2.1556 1.1272 -0.8566
O -1.6390 0.0163 -1.0457
O 1.2091 -0.5861 0.6631
S 2.3683 0.0672 0.0773

The calculation puts the gap between HOMO and LUMO at 10.815 eV. The calculation puts the lowest unoccupied orbital energy at -1.349 eV.

---

No. 6
2 unconnected molecules or ions with the total composition CS3, computed with ωB97M-V/def2-TZVPD.

Positions of all 4 atoms, in Å:
C 1.1433 -0.1370 0.0635
S -0.3180 -0.6178 -0.0242
S 2.5792 0.4037 -0.0284
S -3.4045 0.3511 -0.0110

The calculation puts the gap between HOMO and LUMO (spin up / spin down) at 6.970 / 6.929 eV. The calculation puts the lowest unoccupied orbital energy (spin up / spin down) at -2.844 / -2.853 eV.

---

No. 7
A molecular structure, Ca4Hg3O12P3, computed with ωB97M-V/def2-TZVPD.

Positions of all 22 atoms, in Å:
Hg 3.3774 -1.1331 2.8897
Hg -1.6121 0.8562 0.3547
Hg 0.2228 -2.2308 1.6711
Ca 4.1436 -1.0057 -1.7950
Ca 0.3462 -1.3477 -1.3800
Ca 2.0264 2.2766 -1.7940
Ca 1.8426 2.5553 2.5474
P -0.9684 1.4215 -2.4169
O -1.2226 0.0050 -1.9144
O -2.0765 1.6528 -3.4079
O 0.5001 1.3098 -2.8724
O -1.2981 2.2629 -1.1749
P -2.6675 -1.8620 1.2578
O -1.5097 -1.9534 0.2524
O -2.7027 -0.4716 1.8327
O -2.4165 -2.7879 2.4840
O -4.1443 -2.1397 0.8612
P 1.6840 0.4589 0.5325
O 2.3024 -0.1312 -0.8448
O 0.2888 -0.0850 0.6266
O 1.7077 2.0192 0.3706
O 2.1764 0.3300 1.9196

Its total charge is +5. The calculation puts the gap between HOMO and LUMO at 2.334 eV. The calculation puts the lowest unoccupied orbital energy at -19.147 eV.

---

No. 8
A molecular structure, CaHg6O12P3, computed with ωB97M-V/def2-TZVPD.

Positions of all 22 atoms, in Å:
Hg -1.1570 8.3695 20.7965
Hg -1.4918 10.6907 17.5969
Hg -6.8543 11.6690 20.7888
Hg 0.7567 11.6418 20.4767
Hg -3.6923 13.2671 17.9691
Hg -3.1900 11.7998 22.8912
Ca -5.1723 8.7786 18.9322
P 1.0092 9.4877 18.1352
O 2.2133 8.5563 18.2900
O -0.3308 9.4359 19.1108
O 0.5568 10.3426 16.8801
O 1.7491 10.7183 18.8273
P -3.2704 10.5286 20.3731
O -1.9909 10.6086 21.2653
O -3.1300 11.1638 18.9914
O -4.4513 11.0896 21.2835
O -3.3280 8.9383 20.2014
P -0.7076 13.5611 18.2549
O -0.8620 12.6535 19.4963
O -1.6170 12.9383 17.1514
O 0.7167 13.9139 17.7699
O -1.3449 14.8985 18.4435

Its total charge is +5. The calculation puts the gap between HOMO and LUMO at 3.068 eV. The calculation puts the lowest unoccupied orbital energy at -20.087 eV.

---

No. 9
A molecular structure, CaI, computed with ωB97M-V/def2-TZVPD.

Positions of all 2 atoms, in Å:
Ca 12.1496 -26.8226 -0.9739
I 14.0233 -24.8115 -0.3442

Its total charge is +1. The calculation puts the gap between HOMO and LUMO at 6.871 eV. The calculation puts the lowest unoccupied orbital energy at -6.327 eV.

---

No. 10
A molecular structure, Cd2H30O19P, computed with ωB97M-V/def2-TZVPD.

Positions of all 52 atoms, in Å:
Cd -3.4611 -1.1961 0.7110
Cd 2.9850 2.1466 -0.2643
P -0.1334 0.2931 0.4158
O -0.8463 -0.2643 1.6654
O 1.3314 -0.2269 0.0671
O 0.1631 1.8257 0.3975
O -1.0799 -0.1317 -0.6804
O 1.2204 -5.4601 -0.9562
H 1.7113 -4.9537 -0.3091
H 1.8858 -5.9738 -1.4140
O 3.2815 -3.6833 1.6375
H 3.0940 -2.8034 1.3107
H 2.8327 -3.7264 2.4819
O 0.5322 -2.7152 4.4572
H 0.2041 -2.0862 3.8146
H -0.2561 -3.0946 4.8457
O -0.3595 3.8305 4.0563
H -0.2425 3.4018 3.2085
H 0.5290 4.0422 4.3428
O -4.6505 1.7287 0.9151
H -5.2338 2.2318 0.3468
H -4.7805 2.1048 1.7857
O 3.9010 1.9393 2.8252
H 3.6548 2.6938 3.3604
H 3.9978 1.2221 3.4517
O -2.8296 -4.2194 0.1676
H -3.5456 -4.8431 0.0466
H -2.0738 -4.6390 -0.2433
O 2.5062 -1.8349 -3.5557
H 2.1704 -1.5922 -2.6928
H 2.8349 -2.7268 -3.4431
O 2.8846 2.1603 -3.4530
H 3.7231 2.3348 -3.8806
H 2.6253 1.2975 -3.7763
O -1.4883 -2.2365 -4.0899
H -0.5515 -2.1448 -4.2640
H -1.6727 -1.5808 -3.4175
O 5.7345 1.1547 -0.9157
H 6.2718 1.5125 -1.6225
H 6.2472 0.4236 -0.5709
O -4.7929 0.2766 -5.1596
H -5.3671 0.9946 -5.4258
H -4.0910 0.7009 -4.6661
O -1.9349 0.5740 5.5181
H -2.3166 -0.2453 5.8333
H -1.6499 0.3781 4.6255
O -2.1953 2.6690 -3.2115
H -1.9713 3.5087 -2.8102
H -1.9877 2.0191 -2.5401
O -2.1610 5.2934 0.1664
H -1.6215 4.5365 0.3949
H -3.0280 5.0838 0.5137

Its total charge is +1. The calculation puts the gap between HOMO and LUMO at 3.789 eV. The calculation puts the lowest unoccupied orbital energy at -7.209 eV.

---

No. 11
A molecular structure, Cd4N4O12, computed with ωB97M-V/def2-TZVPD.

Positions of all 20 atoms, in Å:
Cd -12.2401 17.2773 2.6681
Cd -12.2292 20.4103 -1.5300
Cd -16.2033 17.8699 -0.7538
Cd -13.3561 22.5010 3.1172
N -13.1618 17.2267 -1.3796
O -13.3124 18.4336 -1.5748
O -12.2225 16.5189 -1.7284
O -13.7920 16.7526 -0.4154
N -11.4104 20.1224 4.1738
O -12.3302 20.9518 3.9197
O -10.3732 20.7197 4.3664
O -11.6141 18.9448 4.0398
N -13.9196 19.5617 1.1760
O -14.7414 19.3421 0.3783
O -13.4727 18.5224 1.5786
O -13.1965 20.5886 1.2490
N -10.1179 18.7826 0.6842
O -8.9827 18.7961 0.6209
O -10.7266 18.2165 1.5815
O -10.8587 19.2949 -0.1210

Its total charge is +4. The calculation puts the gap between HOMO and LUMO at 4.653 eV. The calculation puts the lowest unoccupied orbital energy at -17.549 eV.

---

No. 12
A molecular structure, CdH12O10P, computed with ωB97M-V/def2-TZVPD.

Positions of all 24 atoms, in Å:
Cd -7.0579 0.2678 1.1593
P -10.4211 -0.2002 -1.6096
O -9.8131 1.0376 -0.8990
O -9.4244 -1.2087 -1.0129
O -10.5078 -0.1888 -3.1882
O -11.8752 -0.4571 -1.4304
O -4.6605 0.3812 -1.8534
H -3.7607 0.2920 -2.1675
H -5.1569 0.6593 -2.6232
O -6.5391 -3.6549 -3.8089
H -6.9060 -3.2325 -3.0323
H -7.1380 -3.4176 -4.5168
O -4.8622 -2.2704 2.5918
H -4.2589 -2.9939 2.4223
H -5.0071 -2.2953 3.5376
O -5.0719 3.0256 2.7259
H -4.2512 3.0396 3.2184
H -5.3019 3.9484 2.6167
O -8.8945 -0.2229 4.5061
H -8.6947 -0.1369 5.4382
H -9.8508 -0.2345 4.4657
O -12.3886 3.2781 2.0375
H -11.6829 2.9920 1.4576
H -13.1509 2.7728 1.7553

Its total charge is -1. The calculation puts the gap between HOMO and LUMO at 3.723 eV. The calculation puts the lowest unoccupied orbital energy at -0.207 eV.

---

No. 13
2 unconnected molecules or ions with the total composition Cl2H2N2S2, computed with ωB97M-V/def2-TZVPD.

Positions of all 8 atoms, in Å:
N 0.0328 1.2491 -0.1467
N 0.8270 -0.6456 0.4712
S -1.0566 0.6822 -1.2137
S 0.6534 -1.5539 -0.8097
Cl -0.4383 1.9801 1.3472
Cl 2.3964 -0.0691 0.8033
H -2.0960 0.5646 -0.2517
H -0.3186 -2.2074 -0.1998

The calculation puts the gap between HOMO and LUMO (spin up / spin down) at 7.824 / 7.800 eV. The calculation puts the lowest unoccupied orbital energy (spin up / spin down) at -0.721 / -0.718 eV.

---

No. 14
A molecular structure, Cl2H2N2S2, computed with ωB97M-V/def2-TZVPD.

Positions of all 8 atoms, in Å:
N 0.6819 1.2264 -0.0725
N 0.7739 -1.2654 0.5565
S -0.5050 1.2652 -1.1591
S -0.3339 -1.6613 -0.6078
Cl 0.1358 2.0290 1.4343
Cl 2.2382 -1.7318 0.1726
H -1.6146 1.3747 -0.3997
H -1.3764 -1.2368 0.0757

The calculation puts the gap between HOMO and LUMO (spin up / spin down) at 8.074 / 7.409 eV. The calculation puts the lowest unoccupied orbital energy (spin up / spin down) at -0.721 / -1.035 eV.

---

No. 15
A molecular structure, Cl2H2N2S2, computed with ωB97M-V/def2-TZVPD.

Positions of all 8 atoms, in Å:
N 0.6613 -0.0033 -2.1197
N -1.3622 -0.7387 -1.5954
S 0.8160 1.1947 -0.9335
S -1.7264 0.4006 -0.4794
Cl 1.6411 -1.3934 -1.9715
Cl -2.1732 -0.5807 -3.1272
H 1.0976 0.7613 0.3656
H -1.2552 -0.4830 0.4426

The calculation puts the gap between HOMO and LUMO (spin up / spin down) at 7.836 / 7.605 eV. The calculation puts the lowest unoccupied orbital energy (spin up / spin down) at -0.932 / -0.992 eV.

---

No. 16
A single Cl2H2NPS molecule, computed with ωB97M-V/def2-TZVPD.

Positions of all 7 atoms, in Å:
N 0.9508 -0.4711 0.4365
P -0.4082 0.2608 -0.3922
S -1.7232 -0.9525 -1.1613
Cl -1.1441 1.6195 0.9061
Cl 0.5018 1.4662 -1.5412
H 1.0097 -0.4814 1.5365
H 0.8132 -1.4415 0.2156

The calculation puts the gap between HOMO and LUMO at 10.078 eV. The calculation puts the lowest unoccupied orbital energy at 0.547 eV.

---

No. 17
A single Cl2H3N2P molecule, computed with ωB97M-V/def2-TZVPD.

Positions of all 8 atoms, in Å:
N -0.1573 0.1799 -1.6466
P -0.9304 -0.1025 -0.3378
N 0.0912 0.2118 0.8467
Cl -2.5347 1.2044 -0.0635
Cl -1.7790 -1.7122 0.3730
H -0.5398 -0.0259 -2.6197
H -0.0804 0.4459 1.7761
H 0.9914 0.5638 0.4088

The calculation puts the gap between HOMO and LUMO at 10.371 eV. The calculation puts the lowest unoccupied orbital energy at 0.622 eV.

---

No. 18
A molecular structure, Cl2H3PSi, computed with ωB97M-V/def2-TZVPD.

Positions of all 7 atoms, in Å:
Si -0.9231 -0.3596 0.1992
P 1.8075 -0.0538 -0.5408
Cl -1.6616 -1.7415 -1.0217
Cl -1.8604 1.3650 -0.1096
H -0.7407 -0.7456 1.5145
H 2.1185 0.2555 0.8617
H 1.2598 1.2799 -0.9033

The calculation puts the gap between HOMO and LUMO at 8.949 eV. The calculation puts the lowest unoccupied orbital energy at 0.136 eV.

---

No. 19
A molecular structure, Cl2H4Si2, computed with ωB97M-V/def2-TZVPD.

Positions of all 8 atoms, in Å:
Si 0.7471 -1.0055 0.2650
Si -0.9086 0.6359 -0.2379
Cl -1.4544 1.3360 -1.9570
Cl 0.7316 2.6601 0.5606
H -0.1381 -2.1894 0.8577
H 1.1659 -1.8535 -0.9575
H 2.0021 -0.4029 0.9345
H -2.1455 0.8192 0.5345

The calculation puts the gap between HOMO and LUMO at 9.073 eV. The calculation puts the lowest unoccupied orbital energy at -0.874 eV.

---

No. 20
A molecular structure, Cl2H4Si3, computed with ωB97M-V/def2-TZVPD.

Positions of all 9 atoms, in Å:
Si 0.6246 0.5463 0.3299
Si -1.8266 -0.3765 -0.8422
Si 3.0713 1.4490 0.7862
Cl -2.2131 -1.6999 0.6412
Cl 3.6908 -0.0063 -0.6483
H 1.2555 -0.6198 0.8173
H 0.2292 1.0783 1.6102
H -2.1157 -1.1279 -2.0221
H -2.7158 0.7565 -0.6721

The calculation puts the gap between HOMO and LUMO at 6.447 eV. The calculation puts the lowest unoccupied orbital energy at -1.479 eV.

---

Ordered max |F| results: 2.48 2.93 2.98 3.14 2.83 0.68 5.68 4.41 1.04 3.55 9.13 3.30 2.98 3.43 1.97 3.43 4.06 4.43 3.89 2.89; unit eV/A.